1.
Molecular formula: C5H9N3
Method: DFT, the ωB97M-V functional and the def2-TZVPD basis

```
17
Properties=species:S:1:pos:R:3:forces:R:3
N -2.86785 0.40268 0.14351 1.9 0.4 -0.2
N 0.55726 -1.47315 -0.14054 1.3 0.7 0.2
N -0.10943 0.78414 0.17283 -1.9 2.3 -2.5
C -0.33161 -0.57172 -0.11673 -1.5 0.5 0.8
C -1.93122 -0.87745 -0.13938 2.3 2.6 3.0
C 1.21896 1.30243 -0.03572 -1.9 4.6 -1.9
C 2.32070 0.60290 -0.06037 0.6 -4.3 1.1
C 1.99946 -1.03874 0.20249 -0.7 1.5 0.3
H -0.96526 1.43645 -0.40547 3.7 -2.5 2.4
H 1.09442 2.49806 -0.38647 0.8 -3.3 1.3
H 3.42702 0.78978 -0.21299 -1.9 0.4 0.1
H -2.79747 1.32672 -0.42350 -0.3 -2.8 -0.8
H 2.19287 -1.41172 1.28932 -0.2 0.9 -1.9
H -2.00478 -1.68427 0.64297 -0.5 1.6 0.2
H -2.10167 -1.50550 -0.91988 -1.2 -0.7 -3.2
H 2.68495 -1.50840 -0.50636 -0.2 -0.5 0.4
H -2.38635 0.92779 0.89627 -0.4 -1.5 0.7
```
Forces are in eV/Å.

## Properties
**Orbital gap**: 9.14 eV
**SMILES**: NCC1=NCC=CN1
**E_HOMO**: -8.684 eV

These are the Löwdin partial charges, in e, on atoms 1 to 6:
1. N -0.04
2. N 0.05
3. N -0.02
4. C -0.39
5. C -0.10
6. C -0.22



2.
Molecular formula: C5H9N3O
Method: DFT, the ωB97M-V functional and the def2-TZVPD basis

```
18
Properties=species:S:1:pos:R:3:forces:R:3
O 1.33008 -0.23884 -0.98934 0.2 -0.2 0.1
N 2.32541 0.67205 -1.26589 0.7 -0.4 -0.9
N -1.81444 1.47284 2.06856 0.4 -0.9 -0.3
N -1.62250 -0.71309 1.12606 0.6 -0.9 -0.4
C -2.20891 0.51898 1.30985 -0.6 1.4 0.0
C 3.08135 0.21286 -2.18384 -0.2 -0.1 0.4
C -0.31025 -0.89122 0.49846 0.5 0.5 0.7
C -1.53547 -1.34875 -0.18238 -0.1 0.9 -0.3
C 0.44480 0.32242 -0.04054 -0.4 -0.5 0.0
H 3.94690 0.80271 -2.44612 -0.1 0.1 -0.1
H 0.31676 -1.64759 0.98731 -0.2 0.4 -0.2
H -3.16269 0.64062 0.72324 0.8 0.0 0.7
H -1.75388 -2.38813 -0.24718 -0.2 -0.6 0.2
H -1.85301 -0.76788 -1.04593 0.0 0.0 0.1
H 1.02534 0.87764 0.71480 -0.4 -0.3 -0.1
H -0.20632 1.01102 -0.58955 -0.2 0.1 0.4
H 2.90842 -0.77306 -2.64294 0.0 0.5 0.2
H -0.91061 1.24713 2.55066 -1.0 0.0 -0.5
```
Forces are in eV/Å.

## Properties
**Orbital gap**: 10.36 eV
**SMILES**: [H]/N=C\N1C[C@H]1CON=C
**E_HOMO**: -9.397 eV

These are the Löwdin partial charges, in e, on atoms 1 to 6:
1. O -0.17
2. N -0.02
3. N 0.08
4. N -0.03
5. C -0.33
6. C -0.01



3.
Molecular formula: C5H9N3O
Method: DFT, the ωB97M-V functional and the def2-TZVPD basis

```
18
Properties=species:S:1:pos:R:3:forces:R:3
O 0.57153 2.31067 -0.00098 -0.5 0.6 -0.4
N 0.95544 1.11260 0.01061 0.7 -1.4 0.6
N -1.90990 0.39168 0.51451 -0.4 1.3 -0.7
N 2.07847 -0.71742 -1.01946 -0.3 -0.9 -0.3
C 1.96826 -1.48188 0.06258 0.0 -0.3 1.1
C 1.50686 0.46726 -1.02956 1.0 0.3 -1.5
C 0.88834 0.35886 1.11311 -2.0 0.9 4.2
C 1.35213 -0.94123 1.19970 0.7 0.7 -2.9
C -2.06907 -0.04515 -0.85517 -1.2 1.6 -0.6
H -2.31982 -1.03171 -0.78744 -1.2 -2.8 -0.1
H 1.31699 -1.62896 1.96564 -0.6 -0.5 2.3
H -1.96657 1.41677 0.49365 0.0 -0.5 0.7
H -2.77094 0.46837 -1.60190 0.8 -0.3 1.3
H -2.69808 -0.01479 0.96428 -0.7 0.4 1.1
H 1.53723 1.05437 -1.93434 0.0 0.1 -0.1
H -1.12726 -0.10758 -1.24655 2.5 0.3 -1.7
H 0.33239 0.95054 1.98423 1.5 -1.6 -2.0
H 2.35399 -2.56241 0.16709 -0.4 1.9 -0.9
```
Forces are in eV/Å.

## Properties
**Orbital gap (alpha / beta)**: 9.31 / 9.31 eV
**SMILES**: [O-][n+]1cccnc1.CN
**E_HOMO (alpha / beta)**: -8.776 / -8.776 eV

These are the Löwdin partial charges, in e, on atoms 1 to 6:
1. O -0.07
2. N -0.28
3. N -0.04
4. N 0.08
5. C -0.14
6. C -0.12



4.
Molecular formula: C5H9N3O
Method: DFT, the ωB97M-V functional and the def2-TZVPD basis

```
18
Properties=species:S:1:pos:R:3:forces:R:3
O 1.06235 -2.15753 1.35413 -0.3 0.6 -1.2
N 1.73589 0.21884 -0.40629 0.4 -0.6 0.3
N 2.11131 0.57096 0.87240 -0.2 0.0 -0.3
N 0.29702 -0.62211 -1.96411 -0.9 -1.1 -0.7
C -1.93562 0.51153 -0.57263 -0.1 -0.3 0.0
C -0.78740 0.23745 1.59798 0.1 -0.5 0.0
C -0.77838 0.08691 0.27867 1.8 0.4 -1.5
C 0.58083 -0.34219 -0.63791 -1.5 3.7 1.9
C 0.60536 -1.95868 0.31878 0.7 -2.6 1.5
H 3.05858 0.92534 0.84045 -0.2 0.0 -0.1
H 0.98272 -1.18851 -2.43841 0.1 0.2 0.1
H -2.36061 -0.34790 -1.09061 0.0 0.0 -0.1
H -1.63379 1.23796 -1.32406 0.0 0.1 -0.1
H -0.04053 0.14495 -2.52219 0.2 0.0 0.1
H 0.01824 -0.09194 2.23567 0.1 0.0 0.0
H 1.48266 1.24170 1.30881 0.0 -0.1 0.1
H -1.67961 0.57890 2.10909 0.0 0.1 -0.1
H -2.71902 0.95432 0.04025 0.0 0.0 0.0
```
Forces are in eV/Å.

## Properties
**Orbital gap (alpha / beta)**: 8.78 / 8.78 eV
**E_HOMO (alpha / beta)**: -8.248 / -8.247 eV

These are the Löwdin partial charges, in e, on atoms 1 to 6:
1. O 0.10
2. N 0.00
3. N 0.02
4. N 0.07
5. C -0.08
6. C 0.02



Calculated energy relative to the best compared isomer or geometry (same formula, charge and spin) (eV), listed in the same order as above: 4.396, 4.457, 4.147, 4.378
Calculated strongest force on any atom (eV/Å), listed in the same order as above: 5.3, 1.6, 4.7, 4.5